#one
The following is a DFT calculation (ωB97M-V with the def2-TZVPD basis set) of a cluster of 5 separate species, H10O5 in total.

Geometry as XYZ:
```
15
Properties=species:S:1:pos:R:3:nbo_charge:R:1
O 0.59402 -1.91833 0.59881 -0.9503
H 0.98702 -2.27937 1.40491 0.4811
H 0.14162 -2.66499 0.19383 0.4800
O 1.50497 2.19919 0.84175 -0.9991
H 1.85790 1.27541 0.79770 0.4866
H 0.60513 2.23449 0.46981 0.4819
O -3.37274 0.11593 -1.01711 -0.9390
H -3.33689 -0.79343 -0.70399 0.4754
H -3.83141 0.06439 -1.86408 0.4818
O -0.97745 1.32387 -0.37069 -0.9798
H -0.54352 0.73657 0.25340 0.4686
H -1.66660 0.78746 -0.80272 0.4957
O 2.77518 -0.17891 0.40070 -0.9559
H 2.93536 0.13437 -0.49769 0.4817
H 2.32742 -1.03665 0.29536 0.4913
```

Properties
HOMO-LUMO gap: 9.92 eV
M: 90.07 Da



#two
The following is a DFT calculation (ωB97M-V with the def2-TZVPD basis set) of a cluster of 5 separate species, H10O5 in total.

Geometry as XYZ:
```
15
Properties=species:S:1:pos:R:3:nbo_charge:R:1
O -0.55507 0.90188 -1.01242 -0.9308
H 0.35397 0.93720 -1.33085 0.4685
H -0.55739 0.16519 -0.39092 0.4622
O -0.01396 0.37539 -5.74877 -0.9328
H 0.89665 0.44884 -5.44154 0.4651
H -0.19130 -0.57185 -5.73239 0.4676
O 0.74867 -2.79892 -1.62604 -0.9370
H 1.45733 -3.30977 -2.03325 0.4698
H 0.68682 -3.15462 -0.73237 0.4675
O 0.48732 1.67147 4.50798 -0.9193
H 0.44909 1.06572 3.75926 0.4669
H 1.35732 1.51490 4.89213 0.4462
O -1.40436 1.16566 3.69053 -0.9284
H -2.24309 1.12647 4.16380 0.4783
H -1.47200 0.46244 3.03486 0.4562
```

Properties
HOMO-LUMO gap: 10.62 eV
M: 90.08 Da



#three
The following is a DFT calculation (ωB97M-V with the def2-TZVPD basis set) of a cluster of 5 separate species, H10O5 in total.

Geometry as XYZ:
```
15
Properties=species:S:1:pos:R:3:nbo_charge:R:1
O -1.59240 -2.67053 -0.67507 -0.9706
H -2.23740 -3.36753 -0.64607 0.4582
H -1.46540 -2.38553 0.24093 0.4965
O 3.06560 1.12647 0.39993 -0.9632
H 2.95860 2.03447 0.61593 0.4630
H 2.30360 0.76947 0.01093 0.4853
O 1.05160 -0.01153 -1.09807 -0.9502
H 1.61160 -0.55053 -1.65507 0.4859
H 0.47360 0.37347 -1.69907 0.4855
O -1.30340 1.89847 0.28793 -0.9582
H -2.26240 2.16447 0.25193 0.4828
H -0.86440 2.54247 0.86793 0.4788
O -0.65340 -0.99853 1.20693 -0.9748
H 0.00560 -0.78153 0.53693 0.4954
H -1.09140 -0.14353 1.35393 0.4857
```

Properties
HOMO-LUMO gap: 10.95 eV
M: 90.07 Da



#four
The following is a DFT calculation (ωB97M-V with the def2-TZVPD basis set) of a cluster of 5 separate species, H10O5 in total.

Geometry as XYZ:
```
15
Properties=species:S:1:pos:R:3:nbo_charge:R:1
O -2.30504 -10.19112 -2.15752 -0.9586
H -1.49222 -10.64507 -2.18033 0.4852
H -2.97894 -10.87499 -2.26285 0.4621
O 3.79671 -7.84068 -1.12504 -0.9972
H 4.42483 -8.56671 -0.85939 0.4873
H 2.86335 -8.16322 -1.32106 0.5145
O 2.01241 -6.40708 0.43049 -0.9748
H 2.87438 -6.84094 0.27883 0.5052
H 2.13517 -5.49062 0.17119 0.4812
O 0.92746 -8.34920 -1.15482 -1.0084
H 1.07091 -7.58720 -0.55660 0.5041
H -0.01195 -8.30225 -1.24177 0.4885
O 0.29548 -10.98669 -2.84344 -0.9707
H 0.96535 -10.33027 -2.58788 0.5012
H 0.58660 -11.88381 -2.71098 0.4803
```

Properties
HOMO-LUMO gap: 11.54 eV
M: 90.07 Da



Stability summary: most stable #four, least stable #two.



#one
The following is a DFT calculation (ωB97M-V with the def2-TZVPD basis set) of a cluster of 5 separate species, H10O5 in total.

Geometry as XYZ:
```
15
Properties=species:S:1:pos:R:3:nbo_charge:R:1
O 1.97260 1.93360 0.92127 -0.9582
H 1.39260 1.48160 0.28227 0.4887
H 2.85060 1.88160 0.49427 0.4628
O -1.67040 1.16060 2.02127 -0.9442
H -2.57240 1.48960 2.11427 0.4791
H -1.63540 0.32360 2.42927 0.4752
O 1.98860 -1.46040 -1.06573 -0.9478
H 1.25360 -0.96340 -0.77073 0.4793
H 2.38960 -1.59440 -0.22073 0.4599
O -1.39240 -1.48040 -1.91973 -0.9446
H -2.12840 -1.64040 -1.35673 0.4741
H -0.76740 -2.17640 -1.82673 0.4911
O -0.13240 0.33760 -0.35173 -1.0063
H -0.79140 0.72860 0.23027 0.4967
H -0.75740 -0.02140 -0.98073 0.4941
```

Properties
HOMO-LUMO gap: 10.98 eV
M: 90.07 Da



#two
The following is a DFT calculation (ωB97M-V with the def2-TZVPD basis set) of a cluster of 5 separate species, H10O5 in total.

Geometry as XYZ:
```
15
Properties=species:S:1:pos:R:3:nbo_charge:R:1
O -0.54198 0.34404 -0.20643 -1.0017
H -0.55521 -0.53538 -0.57523 0.4989
H -1.01311 0.39585 0.61471 0.4952
O 1.65280 1.21380 1.46112 -0.9570
H 1.58523 0.84340 2.35924 0.4564
H 0.97102 0.72970 0.96309 0.4857
O -0.93512 0.16996 2.48979 -0.9526
H -1.33349 0.83051 3.08370 0.4929
H -1.52033 -0.55278 2.36290 0.4759
O -0.30875 -1.98541 -1.67267 -0.9602
H -0.17040 -1.95843 -2.61221 0.4926
H -0.71618 -2.80190 -1.39377 0.4857
O 1.27471 1.28889 -2.15874 -0.9547
H 1.05345 1.11575 -3.09338 0.4532
H 0.55733 0.90200 -1.62212 0.4897
```

Properties
HOMO-LUMO gap: 10.35 eV
M: 90.07 Da



Stability summary: most stable #one, least stable #two.



#one
The following is a DFT calculation (ωB97M-V with the def2-TZVPD basis set) of a cluster of 5 separate species, H10O5 in total.

Geometry as XYZ:
```
15
Properties=species:S:1:pos:R:3:nbo_charge:R:1
O -1.52964 -0.00754 -1.17831 -0.9802
H -1.77665 -0.19881 -0.28639 0.4947
H -2.13746 0.63491 -1.54018 0.4689
O -1.19785 -0.78564 1.22706 -0.9893
H -0.38375 -1.19913 0.89182 0.5165
H -0.98848 -0.48536 2.09138 0.4780
O 0.90820 -1.81579 -0.19071 -0.9920
H 0.54510 -1.77855 -1.08338 0.4801
H 1.51459 -1.04067 -0.11082 0.5009
O 2.24920 0.44973 0.04675 -0.9745
H 1.42933 0.99682 0.20150 0.5067
H 2.58801 0.70842 -0.81149 0.4754
O -0.13232 1.77272 0.40946 -0.9565
H -0.71837 1.11420 0.82778 0.4860
H -0.36991 1.63468 -0.49445 0.4853
```

Properties
HOMO-LUMO gap: 11.82 eV
M: 90.08 Da



#two
The following is a DFT calculation (ωB97M-V with the def2-TZVPD basis set) of a cluster of 5 separate species, H10O5 in total.

Geometry as XYZ:
```
15
Properties=species:S:1:pos:R:3:nbo_charge:R:1
O -0.50930 -0.46216 -0.78363 -0.9513
H 0.15561 -0.09482 -0.19039 0.4848
H -0.00911 -1.04904 -1.36187 0.4661
O -0.45275 2.62072 0.27930 -0.9443
H -1.01189 2.50849 -0.49772 0.4762
H -1.03066 2.39891 1.01809 0.4685
O 2.57448 -1.49982 3.24840 -0.9322
H 2.28102 -0.78764 3.82777 0.4667
H 1.86226 -2.14764 3.29384 0.4654
O -4.74047 -0.10205 -1.91676 -0.9370
H -4.74593 -0.40103 -2.83304 0.4664
H -4.29542 -0.81236 -1.44096 0.4705
O 3.18831 -0.40265 -0.72509 -0.9339
H 3.36017 -1.15544 -1.30194 0.4659
H 2.95186 0.30827 -1.33146 0.4682
```

Properties
HOMO-LUMO gap: 11.87 eV
M: 90.08 Da



#three
The following is a DFT calculation (ωB97M-V with the def2-TZVPD basis set) of a cluster of 5 separate species, H10O5 in total.

Geometry as XYZ:
```
15
Properties=species:S:1:pos:R:3:nbo_charge:R:1
O -0.89422 22.83227 -9.98048 -0.9769
H -0.81111 23.22939 -9.10204 0.5007
H -1.22156 21.94166 -9.92910 0.4953
O -5.47123 23.54777 -7.77380 -0.9809
H -5.00967 22.75655 -8.05641 0.4907
H -6.26785 23.45909 -7.20814 0.4900
O -3.59984 23.19939 -10.72878 -0.9828
H -4.14933 23.91600 -10.43049 0.4870
H -2.70792 23.26218 -10.51166 0.4838
O -3.47142 20.71365 -12.36510 -0.9894
H -2.56251 21.08665 -12.44694 0.4811
H -3.97842 21.39920 -11.97949 0.4723
O -0.91486 21.26219 -12.31750 -0.9649
H -0.67892 22.03722 -11.79917 0.4993
H -0.37571 21.12021 -13.09107 0.4948
```

Properties
HOMO-LUMO gap: 10.24 eV
M: 90.07 Da



Stability summary: most stable #one, least stable #two.



#one
The following is a DFT calculation (ωB97M-V with the def2-TZVPD basis set) of a cluster of 2 separate species, C3H10NO3 in total.

Geometry as XYZ:
```
17
Properties=species:S:1:pos:R:3:nbo_charge:R:1
O -0.71276 -2.13374 0.56410 -0.4926
C -1.53144 -1.25492 0.49108 0.3991
C -1.01322 0.14512 0.57002 -0.1864
C -0.91542 0.69897 -0.91266 -0.0636
O 0.13925 0.11510 -1.59810 -0.7231
N 0.31347 0.22650 1.25775 -0.7160
H -2.62020 -1.47991 0.46173 0.1813
H -1.53735 0.95952 1.06993 0.2432
H -0.65129 1.80767 -0.68553 0.1887
H -1.83573 0.71996 -1.49183 0.2245
H -0.18474 -0.51411 -2.25552 0.5018
H 0.46812 -0.66914 1.79182 0.4631
H 1.16556 0.04237 0.69278 0.4921
H 0.36710 1.05223 1.85326 0.4485
H 3.31227 -0.50951 -0.51148 0.4977
H 2.47643 0.56547 -1.08034 0.4959
O 2.75997 0.22843 -0.21703 -0.9540
```

Properties
Net charge: +1
HOMO-LUMO gap: 11.11 eV
M: 108.12 Da



#two
The following is a DFT calculation (ωB97M-V with the def2-TZVPD basis set) of the ion C3H10NO3 with charge +1.

Geometry as XYZ:
```
17
Properties=species:S:1:pos:R:3:nbo_charge:R:1
C -0.91341 1.12703 0.07985 -0.6254
C -0.23529 -0.05158 -0.59440 -0.0905
N -0.79040 -1.41908 -0.18985 -0.6783
C 1.18035 -0.00363 0.03266 0.7179
O 1.89406 1.15633 -0.48626 -0.7244
O 1.80808 -1.18867 -0.31807 -0.7303
O 1.02041 0.04097 1.36105 -0.6947
H -1.22899 0.72393 0.99297 0.2146
H -1.72207 1.52894 -0.42672 0.2352
H -0.10068 1.96328 0.21828 0.2799
H -0.06114 0.07442 -1.66299 0.2439
H -1.76153 -1.58012 -0.33462 0.4452
H -0.60620 -1.45916 0.78846 0.4460
H -0.17977 -2.17359 -0.59619 0.4708
H 2.25901 0.90107 -1.43334 0.5065
H 2.67071 -1.08742 -0.05853 0.4890
H 1.84791 0.23644 1.66963 0.4947
```

Properties
Net charge: +1
HOMO-LUMO gap: 12.35 eV
M: 108.12 Da



Stability summary: most stable #two, least stable #one.